Molecular formula: C3H5NO2
Method: DFT, ωB97M-V/def2-TZVPD

total charge: 0
calculated total energy: -8772.312 eV
gap between HOMO and LUMO: 8.849 eV
M: 87.08 u
E_HOMO: -9.37 eV

```
11
Properties=species:S:1:pos:R:3:lowdin_charge:R:1
O -1.639 0.987 1.569 0.047
O 0.296 -1.051 -0.973 -0.121
N 1.570 0.874 0.137 0.091
C -1.006 0.861 0.556 -0.248
C -0.473 -1.033 0.040 -0.190
C 1.662 0.107 -0.769 -0.114
H 2.246 -0.236 -1.606 0.109
H 0.246 0.610 0.568 0.054
H -1.545 -1.141 -0.152 0.124
H -0.116 -1.381 1.020 0.125
H -1.241 1.402 -0.391 0.122
```



Molecular formula: C7H5NO4
Method: DFT, ωB97M-V/def2-TZVPD

total charge: 0
calculated total energy: -17018.004 eV
SMILES: O=C(O)c1ccncc1C(=O)O
gap between HOMO and LUMO: 9.065 eV
M: 167.12 u
E_HOMO: -9.82 eV

```
17
Properties=species:S:1:pos:R:3:lowdin_charge:R:1
O 2.300 0.471 -0.629 0.003
O -0.157 2.130 1.915 0.120
O 1.762 -1.944 -1.388 0.012
O 1.341 0.317 1.985 0.076
N -2.632 -0.006 -0.379 0.038
C -0.912 -1.240 -1.346 0.014
C -0.400 0.409 0.332 -0.064
C 0.388 0.993 1.508 -0.430
C 1.479 -0.735 -0.905 -0.270
C -2.307 -1.058 -1.122 -0.121
C 0.058 -0.499 -0.633 -0.113
C -1.759 0.797 0.292 -0.048
H 0.223 2.308 2.799 0.152
H -0.726 -1.990 -2.186 0.140
H 3.133 0.205 -1.288 0.204
H -3.117 -1.814 -1.442 0.138
H -2.340 1.525 0.961 0.148
```



Molecular formula: C11H16O
Method: DFT, ωB97M-V/def2-TZVPD

total charge: 0
calculated total energy: -13708.810 eV
SMILES: C#CCC#CC.COC1CCC1
gap between HOMO and LUMO: 10.379 eV
M: 164.25 u
E_HOMO: -9.58 eV

```
28
Properties=species:S:1:pos:R:3:lowdin_charge:R:1
O -4.275 -0.745 -0.943 -0.139
C 5.580 1.811 -0.938 -0.145
C 3.470 0.944 0.167 -0.033
C 4.914 0.768 -0.148 -0.220
C -3.554 -2.475 0.848 -0.135
C -4.748 0.257 -0.066 -0.106
C -1.994 -1.195 0.153 -0.146
C 1.029 1.728 0.842 -0.096
C -3.330 -1.640 -0.432 -0.367
C 6.198 2.629 -1.561 0.106
C 2.340 1.222 0.450 -0.092
C -2.039 -2.449 1.037 -0.181
H 0.258 1.002 0.580 0.055
H 6.705 3.395 -2.090 0.020
H -1.672 -2.393 2.074 0.105
H 0.847 2.659 0.314 0.078
H -5.497 0.835 -0.640 0.095
H -2.128 -0.300 0.785 0.103
H -4.052 -3.443 0.753 0.106
H 5.098 -0.195 -0.637 0.115
H 1.018 1.958 1.916 0.084
H -3.106 -2.359 -1.237 0.157
H -4.056 -1.884 1.637 0.109
H -3.929 0.928 0.277 0.087
H 5.442 0.693 0.828 0.126
H -1.543 -3.330 0.560 0.118
H -1.131 -1.051 -0.523 0.111
H -5.237 -0.157 0.837 0.084
```



Molecular formula: C26H34GaN6O2S2
Method: DFT, ωB97M-V/def2-TZVPD

total charge: +1
calculated total energy: -114594.078 eV
gap between HOMO and LUMO: 7.642 eV
M: 596.46 u
E_HOMO: -10.74 eV

```
71
Properties=species:S:1:pos:R:3:lowdin_charge:R:1
Ga 1.225 0.009 0.069 0.342
S 1.274 -1.495 3.433 0.769
S 0.043 2.110 1.905 0.692
O -0.983 2.218 0.916 -0.259
O 1.144 3.015 1.846 -0.237
N 1.767 1.727 -0.714 0.010
N 0.686 0.546 1.881 -0.149
N -0.462 0.265 -1.045 0.052
N 3.212 -0.400 0.815 0.041
N 0.696 -2.049 0.415 0.025
N 2.222 -1.117 -1.641 -0.080
C -3.228 -2.194 -0.864 -0.030
C -2.312 -1.233 -0.461 -0.189
C 1.754 -2.500 -1.723 -0.153
C -2.512 -1.990 -3.129 -0.033
C 0.591 -0.030 3.082 -0.783
C 1.453 -3.052 -0.328 -0.176
C -3.324 -2.584 -2.184 -0.052
C -0.204 0.734 4.042 -0.231
C -1.916 2.363 5.486 -0.037
C -1.594 -1.010 -2.774 -0.178
C -1.482 -0.640 -1.424 -0.169
C -0.785 -0.375 -3.875 -0.207
C -1.516 2.764 4.214 -0.017
C -0.645 1.949 3.532 -0.200
C 2.697 2.696 -0.635 -0.128
C -2.315 -0.833 0.991 -0.202
C 0.672 2.285 -1.351 -0.309
C 3.669 -0.953 -1.514 -0.168
C -3.454 0.141 1.303 -0.064
C -0.606 0.337 5.310 -0.007
C -1.669 0.533 -4.736 -0.070
C 4.114 -1.151 -0.063 -0.180
C 0.952 3.617 -1.675 0.006
C -0.454 1.478 -1.536 -0.054
C 2.239 3.868 -1.224 -0.054
C -1.448 1.173 6.027 -0.040
H -2.580 -2.287 -4.164 0.120
H 0.042 0.217 -3.471 0.087
H -0.365 -1.161 -4.512 0.120
H 3.572 0.545 0.963 0.108
H 0.291 4.308 -2.158 0.117
H -4.414 -0.268 0.994 0.079
H -2.096 1.339 -4.145 0.071
H -4.036 -3.339 -2.475 0.111
H 3.657 2.532 -0.172 0.115
H -3.870 -2.643 -0.122 0.122
H -3.291 1.090 0.800 0.071
H 0.827 -2.516 -2.301 0.121
H 0.773 -2.223 1.431 -0.012
H -2.599 2.973 6.056 0.117
H -2.485 -0.036 -5.171 0.077
H -1.381 -0.337 1.257 0.061
H -1.870 3.682 3.773 0.128
H 4.220 -1.646 -2.161 0.133
H -1.087 0.975 -5.539 0.079
H -1.314 1.864 -2.072 0.157
H 3.903 0.074 -1.804 0.124
H 2.776 4.792 -1.299 0.105
H -2.447 -1.726 1.612 0.126
H 2.487 -3.144 -2.221 0.132
H -0.295 -2.128 0.172 0.087
H 4.069 -2.208 0.195 0.111
H 0.892 -3.986 -0.425 0.135
H 3.158 -0.828 1.745 0.058
H -0.278 -0.613 5.705 0.105
H 2.377 -3.270 0.208 0.108
H -3.479 0.326 2.375 0.076
H 5.153 -0.819 0.034 0.133
H 1.945 -0.648 -2.500 0.123
H -1.754 0.883 7.019 0.115
```



Molecular formula: C3H9BNO2
Method: DFT, ωB97M-V/def2-TZVPD

total charge: +1
calculated total energy: -9508.350 eV
2S+1: 3
<S²>: 2.01
gap between HOMO and LUMO (spin up / spin down): 6.844 / 9.696 eV
M: 101.92 u
E_HOMO (spin up / spin down): -10.14 / -16.53 eV

```
16
Properties=species:S:1:pos:R:3:lowdin_charge:R:1
O 0.602 1.228 -2.388 0.183
O 1.879 2.412 -0.643 0.300
N -0.217 -1.043 -1.517 0.208
C -0.194 -0.548 0.887 -0.157
C -0.654 -0.427 2.365 -0.040
C -0.962 -0.844 -0.169 -0.057
B 1.149 1.829 -1.506 -0.513
H 0.321 -0.120 -1.693 0.085
H -0.911 -0.992 -2.154 0.102
H -1.551 0.076 2.502 0.050
H -0.694 -1.546 2.619 0.124
H 0.396 -1.830 -1.492 0.160
H 0.173 0.028 2.914 0.080
H 0.907 -0.477 0.657 0.130
H 1.834 3.256 -0.126 0.188
H -2.080 -1.003 -0.255 0.158
```



Molecular formula: C10H14BClN6O4Re
Method: DFT, ωB97M-V/def2-TZVPD

total charge: +2
calculated total energy: -43030.665 eV
2S+1: 4
<S²>: 3.79
gap between HOMO and LUMO (spin up / spin down): 6.198 / 6.065 eV
M: 514.73 u
E_HOMO (spin up / spin down): -16.39 / -16.36 eV

```
37
Properties=species:S:1:pos:R:3:lowdin_charge:R:1
Re -0.118 -0.627 0.631 1.801
Cl 3.284 1.904 1.510 0.975
O 4.752 1.684 1.581 -0.279
O 2.930 3.232 2.068 -0.298
O 1.013 -0.136 1.795 -0.339
O 2.825 1.812 0.093 -0.391
N 0.034 -2.515 0.212 -0.164
N -1.184 -3.201 0.062 -0.001
N -2.856 -1.414 0.807 0.020
N -1.109 -0.634 -1.493 -0.094
N -1.974 -0.338 1.108 -0.173
N -2.080 -1.594 -1.521 -0.046
C -4.008 -1.196 1.446 0.029
C 0.416 3.493 -1.737 -0.050
C -3.914 -0.040 2.220 0.029
C 1.004 -3.469 0.427 -0.013
C -0.979 -4.516 0.207 0.052
C 0.388 -4.715 0.454 0.036
C -2.672 -1.578 -2.727 -0.010
C -1.085 -0.003 -2.692 -0.056
C -2.644 0.495 2.005 -0.001
C -2.054 -0.608 -3.503 -0.002
B -2.451 -2.440 -0.276 -0.512
H -4.698 0.354 2.853 0.137
H 0.148 2.645 -1.078 -0.023
H -2.229 -0.375 -4.546 0.125
H 2.014 -3.149 0.569 0.136
H -2.119 1.339 2.440 0.142
H -0.479 4.053 -2.075 0.041
H -0.320 0.736 -2.930 0.124
H -1.833 -5.182 0.109 0.162
H -3.353 -3.261 -0.509 0.156
H -4.807 -1.914 1.299 0.163
H 1.053 4.159 -1.133 0.033
H -3.481 -2.271 -2.923 0.147
H 0.981 3.070 -2.554 0.014
H 0.960 -5.623 0.534 0.133
```



Question: Which of these has the highest total charge?
Answer: C10H14BClN6O4Re



Question: calculated total energy of number 2 (C7H5NO4)?
Answer: -17018.004 eV



Question: Which formula does entry 1 have?
Answer: C3H5NO2



Question: The lowest calculated total energy belongs to which entry?
Answer: C26H34GaN6O2S2